Entry 1:
This record from the Open Molecules 2025 dataset describes a structure of composition C59H32AsCaCl6F6IN5O. The level of theory is wB97M-V/def2-TZVPD.

Values from the calculation:
**Calculated total energy**: -9188.31075 Eh
**Highest occupied orbital energy (spin up / spin down)**: -2.323 / -2.323 eV
**Net charge**: -2
**Kohn-Sham gap (spin up / spin down)**: 0.210 / 0.191 Eh
**LUMO level (spin up / spin down)**: 3.39 / 2.88 eV
**Spin multiplicity**: 2

Each line ends with the Löwdin spin population.
Cartesian coordinates (Å):
1 Ca 0.004 0.116 0.363  0.001
2 C 2.728 7.303 1.489  0.000
3 C 2.629 6.597 2.688  0.000
4 C 2.324 5.231 2.668  0.000
5 C 2.155 4.544 1.447  0.000
6 C 2.330 5.277 0.287  0.000
7 C 2.583 6.638 0.288  0.000
8 C 1.660 3.132 1.463  0.000
9 C 0.492 2.911 2.135  0.000
10 C -0.334 3.847 2.831  0.000
11 C -1.386 3.135 3.363  0.000
12 C -1.220 1.767 2.894  0.000
13 N -0.145 1.633 2.199  0.000
14 C -2.150 0.733 3.219  0.000
15 C -2.044 -0.568 2.715  0.000
16 C -3.095 -1.662 2.931  0.000
17 C -2.596 -2.731 2.325  0.000
18 C -1.257 -2.410 1.870  0.000
19 C -0.437 -3.356 1.254  0.000
20 C -0.862 -4.805 1.467  0.000
21 C -1.086 -5.539 0.311  0.000
22 C -1.327 -6.900 0.391  0.000
23 C -1.231 -7.549 1.621  0.000
24 C -0.909 -6.848 2.771  0.000
25 C -0.785 -5.433 2.678  0.000
26 C 0.805 -3.081 0.607  0.000
27 N 1.365 -1.878 0.568  0.000
28 C 2.561 -2.010 -0.067  0.000
29 C 3.460 -1.057 -0.409  0.000
30 C 4.705 -1.462 -1.085  0.000
31 C 5.506 -2.513 -0.526  0.000
32 C 6.630 -2.979 -1.149  0.000
33 C 7.086 -2.343 -2.306  0.000
34 C 6.322 -1.350 -2.915  0.000
35 C 5.171 -0.884 -2.277  0.000
36 C 3.288 0.349 -0.113  0.000
37 C 4.236 1.363 -0.360  0.000
38 C 3.768 2.502 0.207  0.000
39 C 2.505 2.187 0.772  0.000
40 N 2.266 0.856 0.604  0.000
41 C 2.711 -3.389 -0.529  0.000
42 C 1.640 -4.078 -0.112  0.000
43 N -0.959 -1.097 2.057  0.000
44 C -3.378 1.107 3.954  0.000
45 C -4.486 1.874 3.484  0.000
46 C -5.605 2.055 4.280  0.000
47 C -5.694 1.501 5.549  0.000
48 C -4.635 0.751 6.017  0.000
49 C -3.505 0.594 5.248  0.000
50 H 2.882 8.347 1.571  0.000
51 H 2.724 7.155 3.627  0.000
52 H 2.332 4.664 3.603  0.000
53 H 2.250 4.779 -0.674  0.000
54 H 2.715 7.105 -0.690  0.000
55 H -0.094 4.922 2.885  0.000
56 H -2.255 3.507 3.917  0.000
57 H -4.040 -1.486 3.423  0.000
58 H -3.097 -3.644 2.167  0.000
59 H -1.178 -5.122 -0.680  0.000
60 H -1.534 -7.430 -0.518  0.000
61 H -1.365 -8.599 1.700  0.000
62 H -0.834 -7.434 3.697  0.000
63 H -0.533 -4.842 3.550  0.000
64 H 5.147 -2.963 0.406  0.000
65 H 7.143 -3.834 -0.791  0.000
66 H 8.035 -2.653 -2.727  0.000
67 H 6.662 -0.926 -3.849  0.000
68 H 4.537 -0.120 -2.758  0.000
69 H 5.144 1.351 -0.995  0.000
70 H 4.217 3.469 0.111  0.000
71 H 3.531 -3.758 -1.121  0.000
72 H 1.397 -5.095 -0.357  0.000
73 H -4.540 2.220 2.484  0.000
74 H -6.513 2.445 3.828  0.000
75 H -6.604 1.583 6.104  0.000
76 H -4.699 0.163 6.953  0.000
77 H -2.713 -0.093 5.552  0.000
78 Cl 1.918 4.133 -4.944  0.001
79 C 0.862 3.363 -3.766  0.006
80 C -0.142 4.036 -3.125  -0.001
81 C -0.917 3.410 -2.157  0.006
82 I -2.588 4.355 -1.296  0.003
83 C -0.722 2.068 -1.762  0.005
84 O -1.374 1.535 -0.832  0.068
85 C 0.356 1.330 -2.445  0.000
86 N 0.495 0.043 -2.110  -0.001
87 C 1.273 -0.721 -2.817  0.002
88 C 2.001 -0.216 -3.897  -0.001
89 C 1.949 1.122 -4.223  0.001
90 C 1.045 1.951 -3.508  0.000
91 H -0.214 5.056 -3.416  0.000
92 H 1.233 -1.752 -2.538  0.000
93 H 2.609 -0.940 -4.445  0.000
94 H 2.527 1.493 -5.009  0.000
95 Cl -2.089 1.087 -4.686  0.023
96 C -3.496 1.048 -3.659  0.081
97 C -3.426 0.656 -2.346  0.664
98 C -4.514 0.556 -1.514  0.075
99 Cl -4.289 -0.036 0.089  0.019
100 C -5.742 0.996 -2.019  0.024
101 Cl -7.055 1.147 -0.972  0.016
102 C -5.880 1.355 -3.382  -0.025
103 Cl -7.397 1.843 -3.950  -0.009
104 C -4.717 1.364 -4.180  0.023
105 Cl -4.809 1.791 -5.834  0.016
106 F -1.154 -2.993 -2.109  0.001
107 As -1.061 -3.988 -3.568  0.000
108 F -0.166 -2.684 -4.299  0.000
109 F 0.461 -4.719 -2.968  0.000
110 F -0.903 -4.961 -5.018  0.000
111 F -2.014 -5.248 -2.843  0.000
112 F -2.585 -3.278 -4.039  0.000

***

Entry 2:
This record from the Open Molecules 2025 dataset describes a structure of composition C59H43CoF3O2P2S. The level of theory is wB97M-V/def2-TZVPD.

Values from the calculation:
**Calculated total energy**: -5187.76115 Eh
**Highest occupied orbital energy (spin up / spin down)**: -6.801 / -7.448 eV
**ΔE to the lowest compared entry with this formula, charge and spin**: 0.0 kcal/mol
**Kohn-Sham gap (spin up / spin down)**: 0.245 / 0.252 Eh
**LUMO level (spin up / spin down)**: -0.14 / -0.60 eV
**Spin multiplicity**: 4

Each line ends with the Löwdin spin population.
Cartesian coordinates (Å):
1 Co 1.720 0.916 -0.759  1.904
2 O 1.310 -2.768 1.722  0.006
3 S 0.661 -1.654 0.992  0.022
4 C -0.430 -0.832 2.242  0.001
5 C -1.195 -1.675 3.012  0.000
6 C -2.272 -1.246 3.806  0.000
7 C -2.590 0.082 3.789  0.000
8 C -3.720 0.849 4.425  0.000
9 C -3.405 2.337 4.128  0.000
10 C -2.105 2.311 3.363  -0.001
11 C -1.279 3.314 2.957  0.001
12 C -0.040 2.961 2.385  0.005
13 C 0.331 1.665 2.112  0.015
14 P 2.029 1.310 1.533  0.081
15 C 2.733 0.800 3.152  0.021
16 C 2.595 1.635 4.262  0.004
17 C 3.140 1.269 5.480  0.001
18 C 3.825 0.066 5.605  -0.001
19 C 3.959 -0.769 4.508  0.000
20 C 3.414 -0.404 3.283  0.001
21 C 2.840 2.902 1.243  0.223
22 C 2.345 3.679 0.055  0.058
23 C 3.173 4.889 -0.243  0.204
24 C 4.400 5.070 0.294  0.011
25 C 4.909 4.170 1.260  0.304
26 C 4.107 3.124 1.728  0.004
27 C -0.560 0.586 2.428  0.001
28 C -1.714 0.974 3.143  0.001
29 C -0.633 -2.431 -0.066  0.004
30 C -1.344 -3.454 0.512  0.000
31 C -2.576 -3.920 0.019  0.000
32 C -3.099 -3.297 -1.079  0.000
33 C -4.421 -3.451 -1.786  0.000
34 C -4.319 -2.517 -3.019  0.000
35 C -2.913 -1.976 -2.977  0.000
36 C -2.206 -1.222 -3.866  0.000
37 C -0.861 -0.936 -3.567  0.000
38 C -0.237 -1.308 -2.394  0.001
39 P 1.510 -0.841 -2.194  0.024
40 C 2.339 -2.361 -1.607  0.012
41 C 3.538 -2.182 -0.919  0.007
42 C 4.258 -3.278 -0.473  0.000
43 C 3.778 -4.557 -0.706  0.000
44 C 2.588 -4.740 -1.395  0.001
45 C 1.868 -3.647 -1.850  0.002
46 C 2.188 -0.801 -3.896  -0.003
47 C 1.901 -1.759 -4.868  -0.001
48 C 2.553 -1.725 -6.089  0.000
49 C 3.499 -0.742 -6.353  0.000
50 C 3.791 0.211 -5.391  0.000
51 C 3.139 0.181 -4.165  0.000
52 C -0.994 -1.989 -1.381  0.000
53 C -2.286 -2.387 -1.785  0.000
54 H -0.969 -2.730 2.995  0.000
55 H -2.846 -1.971 4.370  0.000
56 H -3.773 0.655 5.498  0.000
57 H -4.676 0.547 3.994  0.000
58 H -3.301 2.919 5.045  0.000
59 H -4.200 2.803 3.542  0.000
60 H -1.523 4.358 3.110  0.000
61 H 0.667 3.756 2.181  0.004
62 H 2.065 2.573 4.165  0.001
63 H 3.030 1.925 6.335  0.000
64 H 4.249 -0.218 6.560  0.000
65 H 4.487 -1.709 4.605  0.000
66 H 3.500 -1.067 2.429  0.001
67 H 1.292 3.961 0.168  0.022
68 H 2.772 5.596 -0.960  0.011
69 H 4.998 5.925 0.002  -0.006
70 H 5.909 4.304 1.649  0.018
71 H 4.493 2.490 2.516  -0.006
72 H -0.939 -3.910 1.405  0.000
73 H -3.105 -4.710 0.538  0.000
74 H -5.240 -3.156 -1.127  0.000
75 H -4.592 -4.488 -2.077  0.000
76 H -5.031 -1.692 -2.944  0.000
77 H -4.527 -3.042 -3.952  0.000
78 H -2.636 -0.893 -4.804  0.000
79 H -0.282 -0.399 -4.308  0.000
80 H 3.897 -1.173 -0.736  0.005
81 H 5.186 -3.133 0.065  0.000
82 H 4.327 -5.416 -0.341  0.000
83 H 2.216 -5.741 -1.576  0.000
84 H 0.935 -3.794 -2.381  0.000
85 H 1.169 -2.533 -4.672  0.000
86 H 2.330 -2.472 -6.840  0.000
87 H 4.009 -0.725 -7.308  0.000
88 H 4.527 0.980 -5.588  0.000
89 H 3.371 0.915 -3.403  0.000
90 F -7.687 1.643 -0.094  0.000
91 C -7.016 0.473 -0.133  0.000
92 F -7.516 -0.218 -1.189  0.000
93 F -7.361 -0.220 0.972  0.000
94 C -5.539 0.666 -0.242  -0.002
95 C -5.028 1.753 -0.941  0.000
96 C -3.660 1.910 -1.065  -0.001
97 C -2.780 0.976 -0.503  0.004
98 C -3.314 -0.119 0.191  -0.001
99 C -4.681 -0.269 0.325  0.000
100 C -1.370 1.118 -0.632  0.022
101 C -0.162 1.240 -0.742  0.013
102 H -5.701 2.477 -1.382  0.000
103 H -3.253 2.756 -1.602  0.000
104 H -2.646 -0.852 0.626  0.000
105 H -5.082 -1.114 0.871  0.000
106 C 1.662 3.377 -2.426  0.003
107 C 2.347 2.770 -1.222  -0.008
108 O 3.257 1.892 -1.381  0.005
109 H 2.357 4.052 -2.934  0.000
110 H 0.773 3.931 -2.130  0.001
111 H 1.375 2.595 -3.129  0.001